# 1
Entry from OMol25: the molecule C2H2ClNO2 in a non-equilibrium geometry (ωB97M-V/def2-TZVPD).

Results
Relative energy (zero: lowest compared OMol25 entry of this formula, charge and spin) = 460.0 kJ/mol
Frontier orbital gap = 9.7572 eV
LUMO = -0.042 Ha
Net charge = 0
HOMO level = -0.401 hartree

Last column: natural (NBO) charge in e.
Cartesian coordinates (Å):
1 C -0.59291 0.02331 0.11709  -0.36
2 C -1.31829 -0.15140 -0.95939  0.18
3 N -1.40786 0.54275 -2.18049  0.47
4 O -0.37365 0.87513 -2.67542  -0.34
5 O -2.48823 0.78651 -2.55543  -0.31
6 Cl -2.26653 -1.91648 -0.94527  -0.10
7 H -0.49238 -0.72179 0.77155  0.23
8 H -0.24149 1.00862 0.34402  0.23

Atomic forces in eV per Å
C -0.89 3.19 -2.60
C -0.67 -5.18 1.90
N 0.92 0.26 1.12
O 1.67 0.42 -0.83
O -3.39 0.68 -1.61
Cl 1.48 2.94 -0.53
H 0.09 -2.60 2.67
H 0.79 0.30 -0.13

# 2
Entry from OMol25: a structure of composition C2H2ClNS in a non-equilibrium geometry (ωB97M-V/def2-TZVPD).

Results
Relative energy (zero: lowest compared OMol25 entry of this formula, charge and spin) = 592.3 kJ/mol
Frontier orbital gap (spin up / spin down) = 8.5095 / 7.5980 eV
LUMO (spin up / spin down) = -0.014 / -0.045 Ha
Net charge = 0
HOMO level (spin up / spin down) = -0.327 / -0.324 hartree

Last column: natural (NBO) charge in e.
Cartesian coordinates (Å):
1 C -0.38973 -0.29723 -0.00567  0.21
2 C -0.31715 0.75344 0.78488  -0.36
3 N 0.74267 -1.01984 -0.00077  -0.71
4 S 1.53397 0.32908 1.02378  0.35
5 Cl -1.06507 2.08958 1.46102  0.11
6 H -1.63066 -0.56978 -2.31837  0.00
7 H 1.12597 -1.28525 -0.94487  0.41

Atomic forces in eV per Å
C -1.75 0.49 -0.71
C 2.21 0.04 0.34
N 1.54 -0.39 -0.27
S -1.55 -0.75 -1.05
Cl -0.42 -0.18 -0.08
H 0.15 0.02 0.39
H -0.19 0.77 1.39

# 3
Entry from OMol25: the molecule C2H2ClNS3 in a non-equilibrium geometry (ωB97M-V/def2-TZVPD).

Results
Relative energy (zero: lowest compared OMol25 entry of this formula, charge and spin) = 36.6 kJ/mol
Frontier orbital gap = 8.0459 eV
LUMO = -0.031 Ha
Net charge = 0
HOMO level = -0.326 hartree

Last column: natural (NBO) charge in e.
Cartesian coordinates (Å):
1 C 0.56947 0.63337 -0.06748  -0.04
2 C 0.02959 0.52984 1.16452  -0.41
3 N 0.88351 -0.39211 -0.93121  -0.47
4 S -0.68282 -0.88909 1.92699  0.15
5 S -0.49593 -1.97354 -0.93976  0.21
6 S -1.89156 -1.12514 0.16514  0.05
7 Cl 0.93514 0.25115 -2.53333  0.10
8 H 0.71273 1.55710 -0.40120  0.20
9 H -0.06014 1.40843 1.61632  0.21

Atomic forces in eV per Å
C -0.84 -4.28 1.62
C 0.54 -3.39 -1.58
N -1.12 -1.23 -0.15
S -0.33 0.51 -0.77
S 0.81 1.74 0.07
S 0.57 -0.56 0.50
Cl 0.18 -0.02 -0.41
H 0.79 3.76 -1.53
H -0.61 3.47 2.24

# 4
Entry from OMol25: the molecule C2H2ClO2P in a non-equilibrium geometry (ωB97M-V/def2-TZVPD).

Results
Relative energy (zero: lowest compared OMol25 entry of this formula, charge and spin) = 0.0 kJ/mol
Frontier orbital gap (spin up / spin down) = 7.2488 / 7.6568 eV
⟨S²⟩ = 2.02
LUMO (spin up / spin down) = 0.027 / -0.089 Ha
Multiplicity = 3
Net charge = 0
HOMO level (spin up / spin down) = -0.239 / -0.371 hartree

Last column: Mulliken spin population.
Cartesian coordinates (Å):
1 C 0.35084 0.31778 -0.75288  0.52
2 C 0.84755 -0.69796 0.00084  0.02
3 O -0.28937 1.34198 0.00956  0.10
4 O 0.55264 -0.83732 1.21613  0.39
5 P -1.14399 0.84299 1.25641  0.85
6 Cl -2.34697 -0.55181 0.62780  0.08
7 H 0.53715 0.83510 -1.66237  0.02
8 H 1.49215 -1.25077 -0.69550  0.02

Atomic forces in eV per Å
C -1.99 5.54 1.87
C 0.67 -1.61 0.33
O 1.19 -1.72 -3.23
O 1.46 -0.65 -1.93
P -0.97 2.36 4.19
Cl -1.45 -1.63 -1.15
H 0.71 -0.98 -1.15
H 0.38 -1.32 1.09

# 5
Entry from OMol25: a structure of composition C2H2CuLiO2 in a non-equilibrium geometry (ωB97M-V/def2-TZVPD).

Results
Relative energy (zero: lowest compared OMol25 entry of this formula, charge and spin) = 638.1 kJ/mol
Frontier orbital gap (spin up / spin down) = 4.7723 / 7.7535 eV
⟨S²⟩ = 0.97
LUMO (spin up / spin down) = -0.282 / -0.261 Ha
Multiplicity = 2
Net charge = +1
HOMO level (spin up / spin down) = -0.458 / -0.546 hartree

Last column: Mulliken spin population.
Cartesian coordinates (Å):
1 C 1.58604 0.38438 -0.05386  -0.02
2 C 0.36787 -0.03807 0.56693  -0.02
3 O -0.78636 0.59721 0.24589  -0.14
4 O 1.54125 1.01855 -1.20005  0.25
5 H 1.25575 0.80575 1.28389  -0.03
6 Cu -1.99700 -0.99921 -1.68796  0.73
7 Li -2.29806 -0.62511 0.19097  0.22
8 H 0.33051 -1.14350 0.65419  0.02

Atomic forces in eV per Å
C -3.83 4.68 -8.18
C -2.21 -0.36 -2.18
O 2.85 -2.10 0.82
O 2.32 -3.32 7.33
H 0.29 -0.20 0.28
Cu 0.50 -0.36 -2.60
Li -0.32 1.03 2.79
H 0.41 0.64 1.75

# 6
Entry from OMol25: a structure of composition C2H2ErLiO2 in a non-equilibrium geometry (ωB97M-V/def2-TZVPD).

Results
Relative energy (zero: lowest compared OMol25 entry of this formula, charge and spin) = 496.3 kJ/mol
Frontier orbital gap (spin up / spin down) = 3.7273 / 2.9677 eV
⟨S²⟩ = 4.13
LUMO (spin up / spin down) = -0.428 / -0.438 Ha
Multiplicity = 4
Net charge = +2
HOMO level (spin up / spin down) = -0.565 / -0.547 hartree

Last column: Mulliken spin population.
Cartesian coordinates (Å):
1 C 0.60840 0.17063 0.70150  0.10
2 C -0.47245 1.01292 0.38754  0.28
3 O -1.62988 0.53415 0.05060  0.12
4 O 0.55159 -1.17817 0.42010  0.68
5 H 1.23045 1.03611 0.09124  0.06
6 Er -4.93011 -0.87213 0.25354  1.83
7 Li -2.27480 -0.31601 1.58473  -0.06
8 H -0.37354 2.06222 0.73065  0.00

Atomic forces in eV per Å
C 0.83 -4.05 -4.67
C -3.36 -0.16 2.12
O -0.37 0.06 0.60
O 0.54 6.27 1.97
H 1.17 -2.28 1.49
Er -0.56 0.12 -0.86
Li 1.76 0.30 0.19
H -0.02 -0.26 -0.84

# 7
Entry from OMol25: a structure of composition C2H2EuO3 in a non-equilibrium geometry (ωB97M-V/def2-TZVPD).

Results
Relative energy (zero: lowest compared OMol25 entry of this formula, charge and spin) = 57.5 kJ/mol
Frontier orbital gap (spin up / spin down) = 1.4786 / 8.8278 eV
⟨S²⟩ = 20.01
LUMO (spin up / spin down) = -0.286 / -0.280 Ha
Multiplicity = 9
Net charge = +1
HOMO level (spin up / spin down) = -0.341 / -0.604 hartree

Last column: Mulliken spin population.
Cartesian coordinates (Å):
1 O 1.31913 -0.80291 -0.04015  -0.04
2 C 0.09491 -1.00656 0.32419  0.03
3 Eu 2.24706 1.30132 0.16413  8.00
4 H -0.10710 -1.16500 1.40026  0.01
5 O -0.01291 1.74286 -0.44516  0.00
6 C -0.88492 0.88021 -0.25164  -0.04
7 O -1.88735 0.47607 -0.79062  0.02
8 H -0.76883 -1.42599 -0.36102  0.01

Atomic forces in eV per Å
O -4.81 -0.79 0.81
C 2.74 -3.24 -1.11
Eu 1.51 0.77 0.22
H 0.01 0.78 -0.14
O -2.03 -2.87 2.51
C -2.59 4.34 -6.87
O 3.01 0.13 3.81
H 2.17 0.89 0.78

# 8
Entry from OMol25: the molecule C2H2F2 in a non-equilibrium geometry (ωB97M-V/def2-TZVPD).

Results
Relative energy (zero: lowest compared OMol25 entry of this formula, charge and spin) = 120.2 kJ/mol
Frontier orbital gap = 11.2285 eV
LUMO = 0.044 Ha
Net charge = 0
HOMO level = -0.369 hartree

Last column: natural (NBO) charge in e.
Cartesian coordinates (Å):
1 C -0.13527 -0.50030 -0.29958  0.17
2 C 0.38456 0.48075 0.35159  0.11
3 H -1.21732 -0.17071 -0.80960  0.16
4 H 1.12986 0.56480 1.16175  0.19
5 F -0.00205 -1.75495 -0.18703  -0.29
6 F -0.15443 1.72419 0.11323  -0.34

Atomic forces in eV per Å
C -5.79 2.64 -2.15
C 1.40 2.43 1.90
H 3.16 -0.96 0.72
H -0.25 -0.49 -0.84
F 1.19 -3.01 0.36
F 0.29 -0.60 0.01

# 9
Entry from OMol25: a structure of composition C2H2F2LiMgO in a non-equilibrium geometry (ωB97M-V/def2-TZVPD).

Results
Relative energy (zero: lowest compared OMol25 entry of this formula, charge and spin) = 32.1 kJ/mol
Frontier orbital gap (spin up / spin down) = 9.8599 / 8.8905 eV
⟨S²⟩ = 0.76
LUMO (spin up / spin down) = -0.350 / -0.412 Ha
Multiplicity = 2
Net charge = +2
HOMO level (spin up / spin down) = -0.712 / -0.738 hartree

Last column: Mulliken spin population.
Cartesian coordinates (Å):
1 F -1.97528 2.35157 0.64566  0.00
2 O 0.44507 4.72387 -1.02781  0.26
3 Mg -0.55892 3.43017 0.30051  0.01
4 Li -3.48285 1.50257 0.48479  0.00
5 C 0.29356 5.90831 -1.72179  0.22
6 C 0.54157 7.07244 -1.16442  0.43
7 H 0.43329 7.91090 -1.87111  0.03
8 F -0.43262 5.62290 -2.78132  0.03
9 H 1.19819 7.15056 -0.30079  0.03

Atomic forces in eV per Å
F 0.40 0.42 -0.18
O -0.71 3.22 -0.46
Mg 0.81 0.79 -1.22
Li -0.28 -0.27 0.10
C -2.67 -10.56 1.38
C 2.15 4.48 -0.62
H -0.28 0.13 0.88
F 1.05 1.79 0.09
H -0.47 0.00 0.02

# 10
Entry from OMol25: a cluster of 2 separate species, C2H2F2N2 in total in a non-equilibrium geometry (ωB97M-V/def2-TZVPD).

Results
Relative energy (zero: lowest compared OMol25 entry of this formula, charge and spin) = 524.8 kJ/mol
Frontier orbital gap (spin up / spin down) = 10.5505 / 8.3559 eV
LUMO (spin up / spin down) = -0.039 / -0.037 Ha
Net charge = 0
HOMO level (spin up / spin down) = -0.427 / -0.344 hartree

Last column: natural (NBO) charge in e.
Cartesian coordinates (Å):
1 C 0.87503 0.09552 -0.19397  0.42
2 C -0.40292 -0.42456 -0.29653  0.49
3 N 1.70982 -0.81186 0.16217  -0.60
4 N -2.04509 0.73559 0.06318  -0.36
5 F 1.00661 1.44887 -0.25401  -0.30
6 F -0.69606 -1.68238 -0.13989  -0.28
7 H 2.61472 -0.44201 0.34679  0.36
8 H -2.60985 -0.08446 -0.09022  0.27

Atomic forces in eV per Å
C 0.70 -0.49 1.39
C -5.97 2.87 0.40
N -0.05 1.07 -0.70
N 4.53 -1.81 -0.89
F 0.20 -1.42 -0.17
F 0.26 0.19 -0.17
H 1.13 0.37 0.20
H -0.80 -0.78 -0.06